Entry 1:
Density functional theory data (wB97M-V/def2-TZVPD) for 10 unconnected molecules or ions with the total composition C75H151N7O16 in a non-equilibrium geometry.

Results
LUMO ... 0.27 eV
Kohn-Sham gap ... 8.119 eV
E_tot ... -4534.92380 Ha
Energy relative to the best compared isomer or geometry (same formula, charge and spin) ... 0.0 kJ/mol
Highest occupied orbital energy ... -7.8 eV

```
! RIJCOSX wB97M-V def2-TZVPD def2/J DEFGRID3
* xyz 0 1
C 1.04172 6.56109 -2.04448
C 0.92648 6.48525 -0.44448
C 2.25788 6.90542 0.25117
C -0.14037 7.34630 0.21853
C -1.62082 6.84285 -0.08695
C -1.67843 5.50404 0.67258
C -0.60001 4.50393 0.12702
C -0.49069 3.38348 1.23853
C -1.12167 3.81447 -1.16747
N 0.76575 5.09590 -0.01112
O 1.75529 4.17971 -0.42167
H 1.95990 6.11009 -2.42085
H 0.18991 6.08141 -2.52657
H 0.96719 7.60559 -2.34707
H 3.14304 6.31661 0.01054
H 2.46313 7.96834 0.12392
H 2.21197 6.80143 1.33523
H 0.12802 7.45009 1.26986
H -0.04041 8.35468 -0.18307
H -2.31344 7.50311 0.43500
H -1.71491 6.77860 -1.17097
H -2.68541 5.15948 0.43731
H -1.58051 5.48430 1.75799
H 0.03289 3.85916 2.06780
H 0.23339 2.61293 0.97383
H -1.38976 2.85498 1.55547
H -0.31475 3.18855 -1.54851
H -1.45437 4.53272 -1.91682
H -1.90796 3.08741 -0.96439
H 2.25746 3.99330 0.37499
C 1.97735 0.66040 6.00262
C 1.52231 -0.05665 4.65625
C 0.88654 0.97543 3.77546
C 2.85480 -0.46766 3.98826
C 3.47363 -1.82238 4.42476
C 2.43260 -2.98024 4.37364
C 1.05626 -2.62571 5.10571
C -0.04821 -3.55698 4.57584
C 1.25632 -2.88525 6.56119
N 0.62830 -1.19569 4.97793
O -0.55190 -0.98700 5.57858
H 2.83072 0.07409 6.34336
H 2.56020 1.57319 5.87939
H 1.24008 0.72092 6.80316
H 0.10942 1.53597 4.29505
H 1.53640 1.70010 3.28491
H 0.28440 0.40751 3.06624
H 2.79949 -0.46569 2.89967
H 3.71737 0.16802 4.18820
H 4.28192 -1.95217 3.70508
H 3.98398 -1.72682 5.38314
H 2.96771 -3.78083 4.88433
H 2.25439 -3.39121 3.37994
H -0.98035 -3.45620 5.13177
H 0.20267 -4.61271 4.67878
H -0.30734 -3.45183 3.52232
H 1.84080 -2.13907 7.09941
H 1.72438 -3.86843 6.61002
H 0.32720 -3.07545 7.09846
H -0.24316 -0.91251 6.48452
C 4.76281 -4.38931 2.08851
C 5.02227 -3.52600 0.84666
C 4.82773 -2.03845 1.12415
C 6.49998 -3.65927 0.49047
C 6.87225 -5.08665 0.05200
C 6.18367 -5.34651 -1.28117
C 4.62205 -5.15059 -1.13598
C 4.05056 -5.14447 -2.55703
C 4.13201 -6.41086 -0.36110
N 4.25172 -3.84999 -0.42636
O 2.87978 -3.51207 -0.42840
H 5.12603 -4.05001 3.05858
H 3.67821 -4.31961 2.17151
H 4.95643 -5.45338 1.95297
H 5.56123 -1.73411 1.87077
H 5.00764 -1.41504 0.24831
H 3.83869 -1.80289 1.51709
H 6.70819 -3.01893 -0.36669
H 7.10978 -3.30113 1.31992
H 7.91570 -5.20528 -0.23995
H 6.72402 -5.88054 0.78402
H 6.37051 -6.37986 -1.57337
H 6.57845 -4.71156 -2.07433
H 4.49092 -5.95321 -3.14023
H 4.06138 -4.12927 -2.95370
H 3.01901 -5.46831 -2.69531
H 4.83073 -6.88934 0.32516
H 3.90043 -7.27895 -0.97826
H 3.23357 -6.15010 0.19829
H 2.83549 -2.92000 -1.18278
C -4.54389 0.78109 -6.49892
C -3.43391 1.31429 -5.61320
C -2.43879 2.12006 -6.49278
C -3.93143 2.29170 -4.48673
C -4.65885 1.65655 -3.29911
C -3.67363 0.60831 -2.75712
C -3.05117 -0.43238 -3.73705
C -1.71755 -0.98003 -3.06953
C -4.18823 -1.53162 -3.92090
N -2.66096 0.20515 -5.02096
O -2.24075 -0.71252 -5.92382
H -5.13696 0.02058 -5.99099
H -5.20327 1.60624 -6.76805
H -4.17035 0.41297 -7.45446
H -2.01222 1.55266 -7.31994
H -3.03579 2.93472 -6.90270
H -1.66045 2.59101 -5.89237
H -3.19556 2.99731 -4.10111
H -4.72500 2.91564 -4.89790
H -5.00329 2.29863 -2.48843
H -5.58824 1.18942 -3.62486
H -4.27350 0.07092 -2.02265
H -2.90965 1.12604 -2.17713
H -1.26169 -1.81566 -3.60058
H -1.92521 -1.28245 -2.04312
H -1.03490 -0.14803 -2.89670
H -5.14505 -1.02381 -4.04223
H -4.35795 -2.13705 -3.03054
H -3.89785 -2.15431 -4.76709
H -1.36815 -0.34331 -6.07827
C 5.24082 1.64740 0.10304
C 6.37772 2.38017 0.78610
C 7.67290 1.53216 0.72381
C 6.66718 3.75883 -0.07202
C 5.90513 5.00128 0.36211
C 5.86552 5.17432 1.88331
C 5.36648 3.82756 2.67225
C 5.72494 4.23837 4.13433
C 3.81905 3.50641 2.54247
N 6.10138 2.64164 2.22307
O 5.90912 1.50807 2.92683
H 4.74497 0.95374 0.78206
H 4.47160 2.38252 -0.13361
H 5.63642 1.09332 -0.74819
H 8.50212 1.87088 1.34491
H 7.54095 0.56880 1.21638
H 8.09129 1.33799 -0.26379
H 7.74187 3.88119 -0.20681
H 6.20312 3.59890 -1.04525
H 6.40401 5.86905 -0.06941
H 4.84587 4.95391 0.10949
H 5.13405 5.97138 2.01658
H 6.85522 5.45042 2.24712
H 6.80088 4.13904 4.27781
H 5.29338 3.51195 4.82292
H 5.34656 5.23853 4.34556
H 3.40120 4.28478 3.18094
H 3.60993 2.54229 3.00599
H 3.52833 3.66249 1.50362
H 6.67480 1.48773 3.50555
C -1.75326 -7.71799 -3.04513
C -1.22074 -6.62557 -2.16152
C 0.09479 -6.19032 -2.78500
C -2.24969 -5.44396 -2.23808
C -1.98946 -4.28519 -1.26927
C -2.07320 -4.92006 0.11659
C -1.02037 -6.02816 0.36715
C 0.40775 -5.46907 0.42172
C -1.52109 -6.65020 1.66190
N -1.13102 -7.03127 -0.70436
O -0.42938 -8.16051 -0.43710
H -2.69374 -8.12531 -2.67406
H -1.85573 -7.38920 -4.07929
H -1.09358 -8.58170 -2.96182
H 0.93947 -6.80048 -2.46511
H 0.10476 -6.18229 -3.87492
H 0.33232 -5.13279 -2.66961
H -2.35966 -5.02971 -3.24028
H -3.21373 -5.93708 -2.11338
H -1.02869 -3.80163 -1.44590
H -2.71825 -3.47739 -1.33580
H -3.05078 -5.36890 0.29261
H -1.95212 -4.19580 0.92212
H 0.59347 -4.80770 1.26801
H 0.61406 -4.90159 -0.48576
H 1.14291 -6.26776 0.32309
H -1.45926 -6.04231 2.56454
H -0.99855 -7.54856 1.99054
H -2.56074 -6.97479 1.70514
H -1.15476 -8.77668 -0.31155
C -7.72152 6.17568 1.81370
C -6.14129 5.88412 1.64120
C -5.49236 7.16992 0.96013
C -5.46985 5.74377 3.07528
C -5.90110 4.47614 3.76718
C -5.46813 3.25002 2.82804
C -6.08019 3.28104 1.39255
C -5.27193 2.34394 0.52414
C -7.49961 2.72556 1.45514
N -5.89092 4.67961 0.85379
O -6.30440 4.76511 -0.49069
H -7.89831 7.16649 2.23220
H -8.24947 6.27989 0.86581
H -8.18119 5.46117 2.49654
H -4.45944 7.00252 0.65493
H -6.06525 7.35023 0.05052
H -5.57426 7.96282 1.70357
H -4.38944 5.61802 3.00455
H -5.73225 6.53229 3.78060
H -5.37471 4.32838 4.71014
H -6.95780 4.45777 4.03390
H -5.70536 2.34599 3.38889
H -4.39326 3.21021 2.65147
H -5.02913 1.33050 0.84367
H -4.27546 2.67515 0.23180
H -5.69412 2.12730 -0.45715
H -7.99529 3.19936 0.60784
H -8.11473 3.02356 2.30421
H -7.77334 1.67993 1.31431
H -5.50093 5.19317 -0.79530
C 0.89551 -2.09885 -5.94205
C 2.28544 -2.19562 -5.48588
C 3.20271 -1.12305 -6.08209
O 3.71921 -0.41885 -4.97566
C 3.15277 -0.89317 -3.88209
O 3.37187 -0.36470 -2.77708
O 2.30926 -1.84371 -4.15155
H 0.45872 -1.10046 -5.96512
H 0.23643 -2.84025 -5.49036
H 0.97692 -2.27553 -7.01456
H 2.81672 -3.14623 -5.53270
H 2.74818 -0.34345 -6.69342
H 4.02975 -1.50285 -6.68197
C 1.68888 0.33251 -0.09784
C 0.48705 -0.62088 -0.16813
C 0.28902 -1.54751 0.96748
O -1.12873 -1.47085 1.14741
C -1.59407 -0.37505 0.63001
O -2.74293 0.06380 0.85176
O -0.62828 0.28341 0.01181
H 1.60386 1.19353 -0.76080
H 2.52347 -0.29198 -0.41656
H 1.94812 0.75341 0.87362
H 0.25779 -1.06988 -1.13453
H 0.75174 -1.26530 1.91318
H 0.63017 -2.52577 0.62878
C -5.98887 -3.96128 -0.52497
C -6.84811 -2.74353 -0.23994
C -6.15143 -1.37379 -0.14468
O -6.59692 -0.65541 -1.28243
C -7.57253 -1.37359 -1.88001
O -8.12777 -0.95187 -2.90605
O -7.72612 -2.55525 -1.29378
H -5.40383 -3.77878 -1.42636
H -6.49712 -4.92223 -0.60462
H -5.28840 -4.17462 0.28246
H -7.54737 -2.89188 0.58295
H -5.06279 -1.31938 -0.14110
H -6.55695 -0.92982 0.76446
*
```

These are the Mulliken partial charges, in e, on atoms 1 to 4: C -1.581; C 1.173; C -1.906; C -1.512

***

Entry 2:
Density functional theory data (wB97M-V/def2-TZVPD) for a molecular structure, C3H8NO2S in a non-equilibrium geometry.

Results
LUMO ... 3.05 eV
Kohn-Sham gap ... 6.939 eV
E_tot ... -722.47513 Ha
Energy relative to the best compared isomer or geometry (same formula, charge and spin) ... 412.0 kJ/mol
Highest occupied orbital energy ... -3.9 eV

```
! RIJCOSX wB97M-V def2-TZVPD def2/J DEFGRID3
* xyz -1 1
O -2.69675 -0.44566 2.05114
C -1.65534 -0.01918 2.54095
N -0.48462 0.24382 1.91885
C -0.47306 0.04509 0.59104
C 0.80874 0.35929 -0.11200
S 0.52288 0.79682 -1.85195
H -1.62735 0.20192 3.62432
H -1.39475 1.51963 -0.50351
H -1.08096 1.04904 0.07368
H -0.98638 -0.83365 0.19211
H 1.42435 -0.54216 -0.20306
H 1.41014 1.06988 0.45675
H 1.37139 -0.84319 -2.81787
H 2.82553 -1.10200 -2.78123
O 2.03617 -1.49965 -3.17922
*
```

These are the Mulliken partial charges, in e, on atoms 1 to 4: O -0.593; C 0.067; N -0.596; C 0.174

***

Entry 3:
Density functional theory data (wB97M-V/def2-TZVPD) for 2 unconnected molecules or ions with the total composition C3H9NS2 in a non-equilibrium geometry.

Results
LUMO (spin up / spin down) ... -3.75 / -7.82 eV
⟨S²⟩ ... 0.761
Kohn-Sham gap (spin up / spin down) ... 9.259 / 4.733 eV
E_tot ... -970.45243 Ha
Energy relative to the best compared isomer or geometry (same formula, charge and spin) ... 203.9 kJ/mol
Highest occupied orbital energy (spin up / spin down) ... -13.0 / -12.5 eV

```
! RIJCOSX wB97M-V def2-TZVPD def2/J DEFGRID3
* xyz 1 2
C -2.20115 -1.12014 -0.50552
S -0.97739 0.22648 -0.86134
S -1.26502 1.32297 0.96060
H -2.06648 -1.61756 0.60709
H -3.09227 -0.66974 -0.71211
H -1.97915 -1.95497 -1.18710
H 0.06638 1.35671 1.30611
C 2.23170 -0.45248 -1.14368
C 2.14928 -1.09245 0.03516
N 2.65491 -0.51908 1.17851
H 2.95794 0.44584 -1.21224
H 1.72058 -0.77968 -2.00908
H 1.30037 -1.93699 0.26836
H 3.29912 0.31291 0.84981
H 2.00861 -0.32375 1.93555
*
```

These are the Mulliken partial charges, in e, on atoms 1 to 4: C -0.819; S 0.016; S -0.092; H 0.291

***

Entry 4:
Density functional theory data (wB97M-V/def2-TZVPD) for 11 unconnected molecules or ions with the total composition C44H81N7O8S4 in a non-equilibrium geometry.

Results
LUMO ... -0.50 eV
Kohn-Sham gap ... 8.889 eV
E_tot ... -4302.83099 Ha
Energy relative to the best compared isomer or geometry (same formula, charge and spin) ... 302.2 kJ/mol
Highest occupied orbital energy ... -9.4 eV

```
! RIJCOSX wB97M-V def2-TZVPD def2/J DEFGRID3
* xyz 0 1
O -0.83125 -1.15428 -2.55240
S -0.20792 -1.76343 -1.37040
O -0.33880 -3.22986 -1.18967
C 1.59613 -1.23807 -1.04641
C 1.35109 0.20607 -0.46064
C 0.07971 0.03601 0.48224
C -0.96054 -1.06416 0.14628
H 2.23485 -1.41219 -1.91233
H 1.77679 -1.89888 -0.19859
H 2.18999 0.50599 0.16736
H 1.09610 0.88838 -1.27152
H -0.37197 0.97918 0.78968
H 0.43006 -0.30856 1.45520
H -2.01313 -0.83414 -0.01880
H -0.80267 -1.79109 0.94299
O -0.35213 1.38879 -7.19923
S 0.39505 2.10513 -6.13428
O -0.23772 3.19966 -5.42703
C 0.71027 0.75036 -4.90492
C 2.17154 0.34842 -4.89703
C 3.03872 1.63310 -5.33833
C 2.23467 2.32702 -6.48535
H 0.04573 -0.10015 -5.05700
H 0.51688 1.37829 -4.03521
H 2.51625 -0.19107 -4.01485
H 2.27217 -0.48453 -5.59286
H 4.04236 1.28396 -5.58104
H 3.25355 2.32906 -4.52741
H 2.40416 1.91693 -7.48093
H 2.41255 3.39852 -6.39391
O -4.86984 -3.95219 -1.09810
S -4.34832 -5.19757 -0.61751
O -5.14028 -6.45586 -0.74065
C -2.55501 -5.50178 -1.11803
C -1.78423 -5.54075 0.22092
C -2.49167 -4.66186 1.27795
C -4.03646 -5.02526 1.18832
H -2.40850 -4.62759 -1.75240
H -2.63716 -6.43177 -1.68059
H -1.78624 -6.59339 0.50383
H -0.73425 -5.25555 0.28641
H -2.19441 -3.66070 0.96581
H -2.07428 -4.85222 2.26671
H -4.73210 -4.23566 1.47244
H -4.20577 -5.93054 1.77132
O 1.97926 -3.43834 6.58177
S 1.81716 -2.75576 5.33915
O 1.74304 -1.27648 5.29446
C 3.33985 -3.17249 4.24490
C 2.84510 -4.40902 3.43764
C 1.44035 -4.06791 3.05562
C 0.58292 -3.54037 4.17255
H 4.31543 -3.12440 4.72867
H 3.30713 -2.31640 3.57101
H 3.40785 -4.50451 2.50905
H 2.92415 -5.40030 3.88401
H 1.03455 -5.06550 2.88755
H 1.37832 -3.54386 2.10187
H 0.25738 -4.39694 4.76282
H -0.20320 -2.83771 3.89615
C -4.48349 1.45687 -4.37385
C -4.45560 -0.05724 -4.90927
C -3.07890 -0.55525 -5.48867
C -3.01689 -2.03983 -5.57789
N -3.01736 -3.17819 -5.70852
H -5.49194 1.86785 -4.32658
H -3.94155 2.11221 -5.05570
H -3.90174 1.48125 -3.45240
H -5.16898 -0.15116 -5.72803
H -4.89738 -0.68047 -4.13177
H -2.26544 -0.38278 -4.78396
H -2.87215 0.02191 -6.38990
C -1.79741 2.83896 3.55396
C -0.47186 2.42219 4.17302
C -0.59681 1.17654 4.99466
C -1.33500 0.03796 4.30549
N -1.96778 -0.76981 3.73605
H -2.17734 2.06976 2.88160
H -1.48045 3.64917 2.89729
H -2.58504 3.09732 4.26177
H -0.17481 3.20934 4.86602
H 0.25862 2.36670 3.36591
H -1.21491 1.38200 5.86863
H 0.33795 0.75810 5.36781
C -4.97373 -0.56490 2.13568
C -6.29646 -0.23068 1.41540
C -6.68919 -1.28034 0.24751
C -7.09952 -2.57907 0.83510
N -7.42119 -3.62111 1.21076
H -4.32469 -1.03445 1.39651
H -5.12687 -1.24391 2.97448
H -4.51902 0.37307 2.45435
H -6.23101 0.73216 0.90871
H -7.11703 -0.13059 2.12586
H -5.77595 -1.29547 -0.34735
H -7.47684 -0.81433 -0.34457
C 1.96338 4.17791 -1.01735
C 3.11657 5.32668 -1.37008
C 2.49844 6.38348 -2.37482
C 1.20958 6.95478 -1.84687
N 0.26080 7.50613 -1.38783
H 1.59976 3.59286 -1.86210
H 1.14947 4.62278 -0.44486
H 2.51968 3.52073 -0.34896
H 4.00178 4.84765 -1.78846
H 3.43868 5.83461 -0.46105
H 2.24708 5.96660 -3.35008
H 3.15666 7.20190 -2.66642
C -2.56090 2.97752 -0.30291
C -2.42132 4.43961 -0.73276
C -2.01955 5.46262 0.42879
C -2.83378 5.52730 1.65041
N -3.44465 5.54847 2.64127
H -1.95943 2.90910 0.60354
H -2.44744 2.26448 -1.11949
H -3.56861 2.89120 0.10349
H -3.40877 4.72437 -1.09604
H -1.68399 4.48509 -1.53424
H -1.97910 6.44799 -0.03543
H -1.02970 5.20268 0.80393
C 5.70406 -3.31210 -1.87475
C 5.12163 -1.93593 -2.05996
C 5.46195 -1.04050 -0.89687
C 4.65080 -1.27935 0.34986
N 3.96352 -1.53230 1.21472
H 5.15245 -3.81350 -1.07950
H 6.77129 -3.24175 -1.66454
H 5.44576 -4.01573 -2.66613
H 4.06459 -1.90646 -2.32432
H 5.64780 -1.47468 -2.89571
H 5.17577 -0.01359 -1.12416
H 6.50380 -0.83192 -0.65365
C 5.72911 0.51728 4.41747
C 4.92269 1.46083 5.28689
C 4.13967 2.53379 4.42809
C 3.26137 1.88478 3.50444
N 2.49184 1.42029 2.78140
H 5.20349 0.33618 3.47990
H 5.94332 -0.44509 4.88228
H 6.66504 0.97440 4.09624
H 5.68934 1.82040 5.97321
H 4.28510 0.84084 5.91712
H 4.72498 3.15567 3.75076
H 3.50049 3.20636 5.00011
*
```

These are the Mulliken partial charges, in e, on atoms 1 to 4: O -0.273; S 0.642; O -0.572; C -0.221